No. 1
Entry from the Open Molecules 2025 dataset: C12H17BCuN6O2 as an isolated structure (ωB97M-V/def2-TZVPD).

Geometry as XYZ:
```
39
Properties=species:S:1:pos:R:3:forces:R:3
Cu 0.826032 -0.507198 1.044351 -2.8 2.7 -3.0
O -1.303011 -0.975725 3.014187 2.1 -0.2 -1.0
O -1.498528 -1.990837 1.020786 2.9 2.1 1.9
N -1.182365 -1.134105 -1.438228 -1.0 -1.9 0.0
N 1.161561 0.750389 -1.728330 0.1 -0.1 0.8
N -1.264948 0.027458 -2.134189 -1.7 0.7 -2.3
N -0.452541 0.990877 0.845309 -0.1 0.3 0.1
N -0.683670 1.709276 -0.310775 0.3 -0.6 0.1
N 1.721052 0.001205 -0.714089 0.1 -0.1 -0.3
C -1.274096 2.879061 -0.003304 0.1 -0.7 0.6
C -0.846479 -1.311657 1.786106 -4.5 -1.9 0.8
C -2.233776 -0.057904 -3.080198 2.8 2.2 1.4
C -1.470312 2.917630 1.368410 0.2 -0.4 0.2
C -2.130167 -1.951968 -1.898286 0.5 0.5 0.2
C -0.936518 1.722698 1.864437 -0.2 0.7 -0.8
C 2.069430 -1.969184 1.509761 0.4 -1.2 0.5
C 3.011141 -0.200810 -1.030041 -0.6 0.8 -0.8
C -2.822221 -1.322704 -2.966587 -0.3 -1.9 0.9
C 3.305203 0.465099 -2.230702 -0.3 -0.1 0.3
C -0.343524 -0.702271 4.122854 -0.1 -0.1 -0.1
C 2.115618 1.066245 -2.629403 0.1 -0.7 0.6
B -0.323167 1.203727 -1.731000 0.8 0.4 0.0
H 0.585222 -0.223228 3.760625 -0.5 -0.2 0.1
H -3.621667 -1.739669 -3.542673 -0.2 0.0 -0.3
H -2.305744 -2.932048 -1.472010 0.1 0.2 -0.1
H 1.852799 -2.607818 2.370226 0.3 0.2 -0.2
H 1.867314 1.684664 -3.481287 0.1 -0.1 0.1
H -0.865260 -0.033815 4.817326 0.1 -0.2 -0.3
H -2.417455 0.759447 -3.761373 -0.1 0.0 0.0
H 3.651967 -0.803091 -0.400938 0.0 0.2 -0.1
H -0.886662 1.380094 2.883085 0.0 0.1 -0.1
H -1.944631 3.683569 1.947318 0.0 0.2 0.1
H 3.021426 -2.204711 1.029125 -0.2 0.0 0.2
H -0.122833 -1.657229 4.620186 -0.1 0.3 -0.3
H -1.509739 3.596765 -0.775607 0.0 -0.1 0.1
H 1.301346 -2.189736 0.730099 0.3 -0.5 0.0
H 2.162407 -0.895242 1.852637 1.1 -0.7 0.8
H -0.467132 2.081518 -2.530374 -0.1 0.0 0.1
H 4.253928 0.491229 -2.727434 0.1 0.1 -0.1
```
Forces are in eV/Å.

Its HOMO-LUMO gap (spin up / spin down) is 6.54 / 5.22 eV. The calculation puts the relative energy (zero: lowest compared OMol25 entry of this formula, charge and spin) at 0.0 kcal/mol. Its expectation value of S² is 1.01. As for the multiplicity: 2. The charge is +2.

Atomic partial charges in e from the Mulliken method, atoms 1 to 5: -1.0380 -0.2674 -0.3589 -0.3681 0.1388

No. 2
Entry from the Open Molecules 2025 dataset: C12H17BIrN6O2 as an isolated structure (ωB97M-V/def2-TZVPD).

Geometry as XYZ:
```
39
Properties=species:S:1:pos:R:3:forces:R:3
Ir 0.222803 0.594599 0.893502 -0.6 1.6 -2.6
O 1.762752 -1.802556 0.961102 -1.6 0.8 -0.8
O -0.041170 -1.853920 -0.446806 0.5 0.4 1.3
N 0.014182 1.778762 -1.954050 0.7 0.1 -2.2
N -0.585668 3.307602 -0.106539 -1.1 0.2 -2.2
N -1.650840 0.513941 0.014588 -1.2 0.0 -0.3
N 0.002581 2.528254 0.891595 1.2 -0.1 1.8
N -2.122333 1.515460 -0.806068 -0.6 -0.4 0.1
N 0.664692 0.852205 -1.184506 1.8 -0.3 -0.6
C 1.562452 0.824369 -3.221562 1.0 -1.2 0.3
C -2.649773 -0.364909 0.222225 -0.3 0.6 -1.0
C -0.316854 0.351884 2.712032 0.3 -0.5 2.2
C 2.140499 -3.165943 0.637056 0.5 -0.9 0.0
C 1.625448 0.269355 -1.936389 -1.0 0.8 -0.7
C -0.420660 4.605815 0.213488 -0.7 0.7 -1.3
C -3.423046 1.286377 -1.081010 0.9 0.1 0.2
C 0.559311 1.781884 -3.192881 -1.7 0.8 1.7
C -3.785305 0.096129 -0.456210 0.0 -0.5 0.3
C 0.649466 -1.301121 0.393324 1.8 -3.3 -0.3
C 0.223472 4.677919 1.436988 0.2 0.4 0.8
C 0.473897 3.367916 1.846670 0.7 -0.6 1.4
B -1.158166 2.596409 -1.357746 -0.1 0.1 1.0
H -1.376389 0.155966 2.897530 0.1 -0.1 0.2
H -0.001259 1.263697 3.236522 -0.4 -0.2 0.2
H 2.059033 -3.394260 -0.434746 -0.2 0.3 0.3
H -3.976099 2.014010 -1.680487 0.2 -0.5 0.2
H 1.792623 0.808233 1.136081 0.1 -0.4 -0.2
H 0.480494 5.534560 2.012964 0.1 0.7 0.1
H -0.804350 5.360783 -0.435102 -0.1 0.4 -0.1
H 0.188550 2.461464 -3.949125 0.1 -0.1 0.0
H -1.677293 3.328368 -2.150176 0.2 -0.1 0.2
H 0.361034 -0.458824 3.052452 -0.7 0.0 0.3
H 2.283139 -0.512987 -1.589469 -0.1 0.1 0.2
H -4.736045 -0.410584 -0.505415 0.0 0.2 0.1
H -2.499461 -1.270938 0.798766 -0.1 0.3 -0.1
H 0.939164 2.986436 2.745747 0.0 0.3 -0.2
H 3.190714 -3.214537 0.925227 -0.2 0.0 0.0
H 1.557625 -3.878843 1.237876 0.1 0.4 -0.3
H 2.149113 0.536628 -4.076116 0.1 0.1 0.0
```
Forces are in eV/Å.

Its HOMO-LUMO gap (spin up / spin down) is 6.11 / 4.19 eV. The calculation puts the relative energy (zero: lowest compared OMol25 entry of this formula, charge and spin) at 89.2 kcal/mol. Its expectation value of S² is 8.78. As for the multiplicity: 6. The charge is +2.

Atomic partial charges in e from the Mulliken method, atoms 1 to 5: 1.4320 -0.2183 -0.2995 0.0512 -0.0371

No. 3
Entry from the Open Molecules 2025 dataset: C12H17Br4IrO9P3 as an isolated structure (ωB97M-V/def2-TZVPD).

Geometry as XYZ:
```
46
Properties=species:S:1:pos:R:3:forces:R:3
Ir 1.323447 0.881120 0.769484 -0.1 -0.2 0.1
Br -1.890540 0.148927 7.025488 0.0 0.0 0.0
Br 3.560460 -0.063143 5.299399 0.1 0.0 0.0
Br 1.293161 -0.310477 7.725386 0.0 0.0 0.0
Br -2.794425 0.896432 3.909069 -0.1 0.0 0.0
P 1.864499 -1.850848 -0.887949 -0.2 0.0 0.0
P 3.065233 0.617360 -1.678321 -0.5 0.2 0.0
P -0.516565 -0.594307 -2.601331 0.0 0.0 0.0
O 1.055589 -1.287815 0.254994 0.1 0.0 0.0
O 3.146806 -0.920075 -1.154067 0.1 -0.1 0.0
O 2.175121 0.571474 2.687872 -0.1 0.0 0.1
O 2.516772 -3.203259 -0.384517 0.1 0.0 0.0
O -0.334741 1.013781 2.151619 0.0 0.0 0.0
O 1.658209 1.112566 -1.254254 0.4 0.0 -0.3
O 3.454635 0.741675 -3.079344 0.0 0.0 -0.1
O 1.159083 -2.074388 -2.206163 -0.1 0.0 0.1
O 4.004439 1.346313 -0.617432 0.1 0.2 0.2
C 0.774003 0.088305 5.966227 0.2 0.0 0.0
C 0.160823 0.038657 -4.161200 0.0 0.0 0.0
C 1.348690 0.477471 3.654174 0.0 0.0 -0.1
C -0.048436 0.702712 3.350756 0.0 0.0 -0.1
C -2.162041 1.744010 -2.840718 0.0 0.0 0.0
C 0.976245 -0.964918 -4.971917 0.0 0.0 0.0
C -2.864248 -1.656690 -3.769118 0.0 0.1 0.0
C -1.009211 0.599970 4.386261 0.0 0.0 0.2
C -1.548764 0.738064 -1.864717 0.0 0.0 0.0
C -1.615807 -1.995770 -2.957854 0.1 0.0 0.0
C -0.606932 0.293506 5.664143 -0.2 0.0 -0.1
C 1.732852 0.183426 4.983541 -0.1 0.0 0.2
H 0.421646 -1.887741 -5.150541 0.0 0.0 0.0
H 1.224779 -0.530172 -5.939923 0.0 0.0 0.0
H -2.608790 -1.221539 -4.736629 0.0 0.0 0.0
H -3.506290 -0.952773 -3.238941 0.0 0.0 0.0
H -2.778520 2.456935 -2.292174 0.0 0.0 0.0
H -1.878507 -2.426490 -1.988738 0.0 0.0 0.0
H -1.386007 2.308450 -3.357406 0.0 0.0 0.0
H 2.906851 -3.716484 -1.100399 0.0 0.0 -0.1
H -2.314893 0.230791 -1.272879 0.0 0.0 0.0
H -2.789556 1.263953 -3.591376 0.0 0.0 0.0
H -0.996120 -2.738186 -3.461097 0.0 0.0 0.0
H 1.900444 -1.207735 -4.458778 0.0 0.0 0.0
H -0.905962 1.262168 -1.155608 0.0 0.0 0.0
H 4.948577 1.179199 -0.692797 0.0 -0.1 -0.1
H -3.447975 -2.558041 -3.955798 0.0 0.0 0.0
H -0.687899 0.410604 -4.744346 0.0 0.0 0.0
H 0.767185 0.907803 -3.895007 0.1 0.0 0.0
```
Forces are in eV/Å.

Its HOMO-LUMO gap (spin up / spin down) is 8.37 / 6.49 eV. The calculation puts the relative energy (zero: lowest compared OMol25 entry of this formula, charge and spin) at 5.2 kcal/mol. Its expectation value of S² is 8.77. As for the multiplicity: 6. The charge is 0.

Atomic partial charges in e from the Mulliken method, atoms 1 to 5: 1.7258 -0.1260 -0.0873 -0.1240 -0.1007

No. 4
Entry from the Open Molecules 2025 dataset: C12H17IN6SV as an isolated structure (ωB97M-V/def2-TZVPD).

Geometry as XYZ:
```
38
Properties=species:S:1:pos:R:3:forces:R:3
I -1.347984 2.507117 -1.790239 -0.1 0.0 -0.1
V 0.295766 2.214430 0.300329 -0.2 0.0 0.0
S -2.702519 -1.922267 -0.587944 0.2 -0.1 0.0
N 0.092128 -0.844001 -1.717590 -0.1 0.1 -0.2
N -1.359268 -3.997849 -1.774010 0.0 0.1 0.0
N -2.416446 -0.045803 2.749295 0.1 0.1 0.0
N -0.336349 -2.161075 -1.927818 0.1 0.0 0.0
N -0.212792 -4.283468 -2.453907 0.1 0.1 0.0
N -1.173321 1.347621 1.617747 -0.1 0.0 0.0
C -2.367780 1.970586 1.933643 0.0 0.0 -0.1
C 1.965542 2.665895 1.747709 0.1 0.0 0.0
C -0.178443 -0.906565 2.036830 0.0 0.0 -0.1
C 0.408004 -3.142942 -2.518135 -0.1 -0.3 0.0
C -1.238018 0.131789 2.120549 0.1 -0.1 -0.1
C 2.435020 2.228477 -0.451308 0.1 0.0 0.0
C -3.147292 1.117930 2.637755 -0.1 -0.1 0.0
C -1.482449 -2.703410 -1.428058 -0.2 0.1 0.1
C 1.994860 3.565225 -0.362825 0.1 0.0 0.1
C 1.697466 3.834801 0.996475 0.1 0.1 0.1
C 1.726213 -2.915111 -3.149251 0.1 0.0 0.0
C 2.414135 1.664283 0.850636 0.1 0.1 0.1
H -0.697923 -0.381012 -1.263295 -0.1 0.0 0.2
H -0.603144 -1.861420 1.727601 0.0 0.0 0.0
H -4.136862 1.215490 3.042930 0.0 0.0 0.0
H 2.728171 0.666443 1.114548 0.0 0.0 0.0
H -2.035286 -4.712171 -1.574038 0.0 0.0 0.0
H 1.342744 4.773969 1.393274 0.0 0.0 0.0
H 1.873084 4.249712 -1.186840 0.0 0.0 0.0
H 1.848595 2.560158 2.815218 0.0 0.0 0.0
H 0.558920 -0.609847 1.291135 0.0 0.0 0.0
H -2.584056 2.968262 1.593279 0.0 0.0 0.0
H 0.328091 -1.026514 2.996338 0.0 0.0 0.0
H 0.125276 -0.379221 -2.624481 0.0 0.0 0.0
H -2.728687 -0.919848 3.133798 0.0 0.0 0.0
H 1.652170 -2.226960 -3.991907 0.0 0.0 0.0
H 2.429201 -2.493170 -2.430942 0.0 0.0 0.0
H 2.733207 1.719736 -1.355202 -0.1 0.0 0.0
H 2.100009 -3.869265 -3.511283 0.0 0.0 0.0
```
Forces are in eV/Å.

Its HOMO-LUMO gap (spin up / spin down) is 7.69 / 8.56 eV. Its expectation value of S² is 3.77. As for the multiplicity: 4. The charge is 0.

Atomic partial charges in e from the Mulliken method, atoms 1 to 5: -0.5084 0.5742 -0.4040 -0.6527 0.2208

No. 5
Entry from the Open Molecules 2025 dataset: a 2-piece molecular cluster, C12H17N overall (ωB97M-V/def2-TZVPD).

Geometry as XYZ:
```
30
Properties=species:S:1:pos:R:3:forces:R:3
N 1.177219 1.291323 -0.458087 -1.3 -1.1 -0.8
C 1.654324 -1.549236 1.710630 -0.9 -0.4 -0.3
C -0.108029 0.822774 -0.279648 -3.2 0.8 0.9
C 0.555098 -0.555883 -3.612417 -0.2 -0.8 1.7
C -2.285212 0.567751 0.822804 -0.2 0.0 0.3
C 1.507784 0.767862 -1.726773 -0.2 0.0 0.4
C -2.734243 -0.266486 -0.178745 0.9 -0.4 -1.4
C -1.026985 1.118492 0.722924 1.2 0.9 1.6
C -1.858544 -0.600648 -1.209979 -1.2 -0.3 -1.3
C 0.522182 -0.078310 -2.193555 1.4 2.4 -1.0
C 1.018866 -1.279013 3.086130 0.3 -0.1 -0.8
C 1.038701 0.233931 3.333212 -1.8 -0.1 0.3
C -0.638113 0.062933 -1.331110 2.6 -1.5 0.5
H 1.306668 2.249756 -0.191279 0.6 0.2 0.0
H 0.263714 -1.604566 -3.479471 0.0 0.0 -1.2
H 2.457835 1.102809 -2.140714 -0.3 -0.5 -0.2
H -2.935919 0.674164 1.691043 0.3 0.6 -0.2
H -2.205469 -1.326518 -2.004236 0.5 1.0 0.9
H 1.545512 -0.439230 -4.034945 0.1 -0.2 -0.2
H 2.618647 -1.091327 1.537224 0.4 0.3 0.4
H -0.163774 0.056617 -4.131510 -0.3 -0.3 -0.6
H -3.753215 -0.572148 -0.269659 -0.4 -0.5 0.4
H 1.773585 -2.620162 1.455672 -0.3 0.5 0.1
H 0.974797 -1.044745 0.998003 0.4 -0.6 0.0
H 0.432661 0.779248 2.540581 1.4 -0.7 1.0
H 1.505169 -1.811383 3.897024 0.4 0.0 0.1
H -0.650981 1.775621 1.505147 -0.5 0.0 0.1
H 2.039715 0.623173 3.511872 0.0 0.1 -0.4
H 0.476432 0.384864 4.260190 0.1 0.3 0.1
H -0.004387 -1.709880 3.097329 0.3 0.6 -0.2
```
Forces are in eV/Å.

Its HOMO-LUMO gap is 8.89 eV. The calculation puts the relative energy (zero: lowest compared OMol25 entry of this formula, charge and spin) at 32.8 kcal/mol. As for the SMILES: Cc1c[nH]c2ccccc12.CCC. The charge is 0.

Atomic partial charges in e from the Mulliken method, atoms 1 to 5: -0.1141 -0.7117 -0.4214 -1.3567 -0.8215

No. 6
Entry from the Open Molecules 2025 dataset: a 2-piece molecular cluster, C12H17N overall (ωB97M-V/def2-TZVPD).

Geometry as XYZ:
```
30
Properties=species:S:1:pos:R:3:forces:R:3
N 0.132019 3.009146 0.204710 -0.6 2.5 -0.9
C 1.342804 2.307282 0.264132 0.3 -1.0 0.7
C 1.136636 0.950563 -0.215436 -0.1 1.6 0.1
C -0.792288 2.170540 -0.440765 -0.2 -0.2 -0.2
C 2.186726 -0.029269 -0.169743 -0.6 0.4 0.6
C 2.575697 2.642875 0.872577 0.4 0.4 -1.6
C -0.678865 -0.391849 -2.847919 -2.4 1.5 2.2
C -2.378870 -3.393325 1.278723 -2.6 -1.5 2.2
C -0.238270 0.937696 -0.686418 0.0 -1.2 0.0
C -2.372382 -1.981696 1.790316 0.6 0.7 0.3
C -0.854887 -0.339177 -1.308905 -0.9 1.6 0.9
C 3.388983 0.313770 0.470064 -1.5 2.5 -1.2
C 3.610996 1.718391 0.860927 -0.1 -1.5 1.8
H -1.818959 2.511768 -0.701094 1.1 -0.2 0.4
H 4.476054 2.069027 1.515566 -0.7 -0.9 -1.5
H 0.319698 -0.337019 -3.020495 3.0 -0.9 -1.1
H -1.051569 0.524304 -3.347357 -0.4 -0.5 0.5
H -1.960712 -0.338680 -1.103840 0.9 0.0 0.0
H 1.977111 -1.074110 -0.555462 0.4 1.4 0.5
H -0.452922 -1.235488 -0.758579 -0.2 0.8 -0.8
H -0.056304 4.138151 0.231976 1.1 -4.2 0.0
H -1.930674 -1.319970 1.064513 0.3 0.2 -0.6
H -3.383334 -1.561082 1.887311 0.4 -0.2 0.9
H -3.039525 -3.614675 0.450985 0.5 0.5 -0.9
H 2.890611 3.682398 1.054686 -0.7 -0.5 0.4
H -1.615904 -1.882571 2.639286 -1.7 -0.1 -0.5
H -1.376089 -3.683872 1.195711 1.3 -1.0 -0.7
H -1.270843 -1.243518 -3.060821 0.1 -1.0 -1.4
H -2.906344 -4.130974 2.014563 1.3 1.3 -0.6
H 4.141420 -0.418643 0.420780 1.1 -0.5 0.5
```
Forces are in eV/Å.

Its HOMO-LUMO gap is 8.69 eV. The calculation puts the relative energy (zero: lowest compared OMol25 entry of this formula, charge and spin) at 51.4 kcal/mol. As for the SMILES: CCc1c[nH]c2ccccc12.CC. The charge is 0.

Atomic partial charges in e from the Mulliken method, atoms 1 to 5: -0.1403 -0.2995 0.9871 -0.7230 -0.2410

No. 7
Entry from the Open Molecules 2025 dataset: one molecule with the formula C12H17N (ωB97M-V/def2-TZVPD).

Geometry as XYZ:
```
30
Properties=species:S:1:pos:R:3:forces:R:3
N -0.566647 -0.761434 1.316549 -0.4 -1.1 -0.2
C 0.374155 1.008009 0.004069 1.0 1.6 1.1
C 2.026621 2.536242 1.059630 -0.8 -1.9 -1.3
C -1.805836 1.002669 -1.289328 0.3 -0.4 -1.0
C -0.663946 -1.643149 0.246029 0.9 -0.7 0.4
C 0.255328 0.323499 1.205136 2.5 0.9 2.2
C 1.265121 2.121991 -0.044583 -0.5 -0.2 1.5
C 1.916511 1.747679 2.193607 0.5 1.8 1.0
C 1.113605 0.666642 2.332325 -1.8 -1.8 -1.7
C -0.355662 0.625752 -1.179165 -1.3 -0.3 0.9
C 0.459411 0.383751 -2.352388 1.1 -1.7 -0.3
C -2.022034 -2.258716 0.211114 -0.9 2.0 -1.2
C 0.612496 -2.498766 -0.035891 0.3 2.3 1.1
H -1.330394 -0.774102 1.967175 0.0 0.4 0.2
H 1.555442 -1.961891 0.356375 -1.5 -0.6 -0.5
H 0.727409 -2.512761 -1.101548 0.2 -0.8 -0.6
H -2.185598 1.360997 -0.330272 -0.3 -0.2 -0.3
H -2.112319 -3.287322 -0.008147 0.3 -1.4 0.4
H 1.511558 0.581649 -2.163966 0.3 -0.7 0.5
H 0.342940 -0.681126 -2.699299 0.1 1.1 -0.3
H 2.825642 3.255112 1.008421 -0.3 0.6 -0.1
H 2.336704 2.229610 3.047272 1.0 -0.5 0.8
H 1.181257 -0.065197 3.167776 -0.3 1.0 -0.5
H -2.599259 -1.917521 1.101647 0.2 -0.7 -0.6
H 1.155785 2.783999 -0.858448 0.4 0.4 -1.3
H 0.597950 -3.464016 0.481967 -0.2 -0.1 -0.5
H -2.008844 1.703831 -2.109057 0.5 0.9 0.4
H 0.335870 1.130361 -3.080287 -1.0 0.7 -1.8
H -2.564509 -1.832558 -0.679874 0.2 0.0 0.7
H -2.378756 0.196764 -1.766840 -0.2 -0.5 0.9
```
Forces are in eV/Å.

Its HOMO-LUMO gap (spin up / spin down) is 7.16 / 7.48 eV. The calculation puts the relative energy (zero: lowest compared OMol25 entry of this formula, charge and spin) at 103.3 kcal/mol. The charge is 0.

Atomic partial charges in e from the Mulliken method, atoms 1 to 5: -0.1732 0.6247 -0.8516 -1.3674 0.9796

For each record above, in turn, the calculated total energy values are -2611.1216, -1074.7798, -12569.2296, -2435.9504, -522.1680, -522.1384, -522.0556 hartree.